<one>
ORCA calculation (the ωB97M-V functional and the def2-TZVPD basis) on a 9-piece molecular cluster, C38H114N15O9P5S4 overall.

Results
**HOMO-LUMO gap**: 8.064 eV
**Highest occupied orbital energy**: -7.84 eV
**Spin multiplicity**: 1
**Net charge**: 0

Last column: Löwdin charge in e.
Positions of all 185 atoms, in Å:
S -3.096 7.067 2.423  0.8385
S 1.037 -3.824 -9.470  0.8219
S 1.250 -11.556 -3.653  0.8392
S -1.577 -0.739 -0.847  0.8652
P 5.234 9.424 -3.558  0.5893
P -8.265 7.357 -4.470  0.6125
P 5.279 -8.557 7.033  0.6619
P 7.214 2.473 6.580  0.6195
P -9.143 -5.934 -0.267  0.5592
O -2.160 6.515 3.499  -0.5996
O -1.458 -0.930 -2.373  -0.6155
O -0.100 -11.303 -2.955  -0.6009
O 6.293 8.573 -2.897  -0.3155
O -8.853 -4.512 0.016  -0.2799
O 4.930 -7.099 7.201  -0.3149
O 0.920 -5.336 -9.648  -0.5839
O -9.437 7.844 -3.695  -0.2976
O 6.543 3.342 7.493  -0.2508
N -6.845 8.233 -4.062  -0.2841
N -10.394 -6.075 -1.426  -0.2944
N 4.845 -9.404 8.462  -0.3232
N 6.888 -9.134 6.722  -0.3142
N 4.393 -9.369 5.741  -0.3015
N -7.947 5.653 -4.264  -0.2996
N 8.151 1.187 7.356  -0.3160
N 4.077 8.469 -4.305  -0.3084
N 6.013 10.416 -4.780  -0.2931
N 6.245 1.462 5.505  -0.3273
N -7.805 -6.825 -0.901  -0.3083
N 4.317 10.517 -2.643  -0.3013
N -8.370 7.547 -6.188  -0.2776
N -9.784 -6.800 0.988  -0.3227
N 8.375 3.315 5.628  -0.3145
C 7.776 0.661 8.625  -0.1579
C 6.464 11.803 -4.554  -0.1246
C 4.854 1.265 5.815  -0.1270
C 6.995 9.822 -5.701  -0.1394
C 3.387 11.468 -3.276  -0.1351
C 3.476 -10.402 5.992  -0.1623
C -9.657 7.355 -6.812  -0.1468
C -7.186 7.588 -7.146  -0.1065
C 3.797 7.201 -3.781  -0.1713
C -0.104 -1.754 -0.263  -0.2608
C -6.990 5.059 -5.224  -0.1191
C -11.211 -4.915 -1.595  -0.1611
C 7.942 4.051 4.425  -0.1051
C 5.688 -10.245 9.225  -0.1357
C 6.750 0.627 4.469  -0.1381
C -0.803 0.966 -0.585  -0.2483
C -4.792 6.303 2.916  -0.2318
C 8.069 -8.441 7.139  -0.1416
C -10.147 -6.056 2.205  -0.0909
C 4.442 -8.965 4.333  -0.1159
C 3.593 -8.947 9.130  -0.1041
C -10.978 -7.354 -1.931  -0.1029
C 2.377 -3.387 -8.247  -0.2568
C -6.919 -7.685 -0.146  -0.1301
C -7.241 -6.435 -2.236  -0.0919
C 0.621 -12.068 -5.275  -0.2806
C 7.185 -10.387 5.936  -0.0802
C 9.226 0.292 6.731  -0.0906
C 1.933 -9.904 -4.140  -0.2547
C -10.000 -8.162 1.162  -0.1495
C -7.044 9.595 -3.492  -0.1164
C 3.330 8.827 -5.600  -0.0521
C 4.392 10.469 -1.097  -0.0491
C -5.442 7.689 -4.250  -0.0836
C -3.477 8.872 2.816  -0.2516
C -0.499 -3.384 -8.591  -0.2624
C 9.724 3.515 6.066  -0.1398
C -8.863 4.779 -3.500  -0.1056
H 8.813 -9.217 7.319  0.0729
H 3.125 9.896 -5.541  0.0527
H 9.564 0.775 5.814  0.0626
H -8.743 3.728 -3.764  0.0760
H 8.794 -0.645 6.378  0.0608
H 8.101 -10.934 6.160  0.0784
H -5.335 6.707 -3.789  0.0657
H 2.386 -3.886 -7.278  0.0523
H 3.986 -11.330 6.249  0.0646
H 7.121 8.742 -5.620  0.0787
H -10.009 6.346 -6.595  0.0708
H 2.912 -10.249 6.912  0.0608
H -0.716 1.248 0.465  0.0410
H 3.344 -3.486 -8.739  0.0388
H 2.860 6.766 -4.127  0.0830
H 3.620 -9.213 3.661  0.0826
H -6.696 6.700 -7.546  0.0671
H -10.283 -8.178 -1.769  0.0618
H 4.190 1.370 4.957  0.0850
H 2.412 10.982 -3.302  0.0770
H 2.837 -10.704 5.161  0.0869
H 9.928 4.563 6.286  0.0782
H -10.537 -6.838 2.857  0.0707
H 3.245 12.308 -2.596  0.0725
H -5.387 7.646 -5.338  0.0410
H 3.686 11.939 -4.213  0.0668
H -12.094 -5.010 -2.227  0.0808
H -7.389 8.166 -8.048  0.0742
H 2.777 -10.094 -4.804  0.0501
H -1.318 1.732 -1.164  0.0469
H 4.625 6.529 -3.555  0.0817
H 6.638 10.000 -6.715  0.0732
H 6.735 12.135 -5.556  0.0792
H 7.364 11.802 -3.939  0.0805
H -1.284 -3.783 -9.233  0.0463
H 7.249 -0.220 4.941  0.0578
H 2.343 -2.307 -8.101  0.0407
H 3.975 -8.419 10.003  0.0875
H -6.064 5.634 -5.197  0.0422
H -0.448 -3.795 -7.583  0.0561
H -0.238 -2.831 -0.355  0.0438
H -6.764 4.048 -4.883  0.0810
H -6.776 -7.341 -2.624  0.0730
H -9.732 7.481 -7.892  0.0796
H 3.395 7.362 -2.781  0.0675
H -10.743 -4.044 -2.053  0.0725
H 2.966 -9.791 9.416  0.0732
H -10.988 -5.383 2.039  0.0747
H 7.826 5.109 4.662  0.0815
H 4.575 2.007 6.563  0.0690
H 9.852 2.882 6.944  0.0708
H -6.410 -5.735 -2.149  0.0756
H 7.398 1.138 3.757  0.0797
H 0.173 -11.276 -5.875  0.0548
H -9.431 -5.386 2.680  0.0821
H -2.771 9.648 2.519  0.0472
H -9.914 5.061 -3.559  0.0701
H -7.965 -6.005 -2.929  0.0749
H -8.571 4.900 -2.457  0.0721
H 5.317 -10.635 10.173  0.0905
H 8.491 -7.745 6.413  0.0822
H -11.963 -7.694 -1.609  0.0782
H 5.391 -9.181 3.841  0.0584
H 10.446 3.379 5.262  0.0788
H -7.200 -7.630 0.905  0.0786
H 1.510 -12.517 -5.720  0.0392
H 8.614 3.846 3.592  0.0793
H 2.186 -9.317 -3.256  0.0448
H 3.716 11.222 -0.692  0.0706
H 2.936 -8.449 8.417  0.0749
H -6.339 8.162 -6.771  0.0488
H 1.062 -9.331 -4.457  0.0510
H -4.898 5.232 2.742  0.0428
H -5.679 6.784 2.505  0.0372
H -7.502 4.937 -6.178  0.0739
H 5.435 10.659 -0.845  0.0715
H 6.630 -9.738 9.437  0.0691
H -0.120 -1.660 0.823  0.0343
H -0.718 -2.318 -8.652  0.0470
H 5.988 -11.083 8.597  0.0701
H -9.992 -8.555 2.178  0.0884
H 0.269 0.924 -0.778  0.0403
H -5.885 -7.372 -0.289  0.0816
H -6.775 10.368 -4.211  0.0675
H 6.050 -0.032 3.956  0.0847
H -9.326 -8.645 0.454  0.0713
H -0.283 -12.676 -5.260  0.0571
H 4.022 8.637 -6.420  0.0649
H 7.999 10.246 -5.675  0.0775
H 8.608 0.306 9.233  0.0759
H -7.031 -8.686 -0.565  0.0792
H 0.885 -1.502 -0.646  0.0532
H 4.095 9.477 -0.756  0.0679
H -4.875 6.484 3.987  0.0416
H -10.461 7.986 -6.433  0.0747
H 5.789 12.457 -4.002  0.0621
H 4.868 0.326 6.367  0.0840
H 7.101 -0.175 8.438  0.0794
H -3.768 8.970 3.861  0.0466
H 4.507 -7.883 4.223  0.0711
H 6.958 3.720 4.092  0.0683
H -8.011 9.891 -3.085  0.0718
H 7.305 1.489 9.156  0.0754
H -10.896 -7.302 -3.017  0.0747
H 2.456 8.212 -5.815  0.0733
H -11.036 -8.246 0.832  0.0857
H 7.891 -8.027 8.132  0.0783
H 6.335 -11.018 6.197  0.0604
H 9.993 0.151 7.493  0.0763
H -4.711 8.320 -3.744  0.0816
H -11.523 -4.468 -0.651  0.0687
H -6.313 9.814 -2.713  0.0663
H -4.479 8.991 2.402  0.0290
H 7.287 -10.071 4.898  0.0697

<two>
ORCA calculation (the ωB97M-V functional and the def2-TZVPD basis) on a 9-piece molecular cluster, C38H114N15O9P5S4 overall.

Results
**HOMO-LUMO gap**: 8.186 eV
**Highest occupied orbital energy**: -8.04 eV
**Spin multiplicity**: 1
**Net charge**: 0

Last column: Löwdin charge in e.
Positions of all 185 atoms, in Å:
S -1.260 -5.895 5.591  0.8397
S 4.154 -0.878 -3.518  0.8093
S -2.161 3.544 1.555  0.9066
S -3.262 -5.166 -0.269  0.7966
P 8.026 1.648 0.999  0.5343
P -0.172 -1.075 -0.250  0.5997
P -2.330 3.804 -4.595  0.5769
P -7.098 0.102 -2.468  0.5553
P 1.882 -2.492 6.116  0.5239
O -2.268 -7.004 5.717  -0.5758
O 0.613 -3.238 6.298  -0.2916
O -4.302 -4.889 -1.321  -0.5642
O -1.336 2.560 2.339  -0.5834
O 4.554 -1.020 -2.078  -0.5552
O -8.390 -0.452 -2.938  -0.2807
O 8.449 3.045 0.788  -0.2856
O 0.299 -2.315 -0.912  -0.2761
O -2.373 3.329 -3.180  -0.2875
N 3.065 -2.965 7.220  -0.2953
N 9.060 0.737 1.916  -0.3068
N -0.768 4.057 -5.174  -0.3067
N -3.021 5.307 -4.816  -0.2974
N -5.774 -0.927 -2.704  -0.2924
N -6.606 1.580 -3.069  -0.2933
N -0.772 -1.207 1.346  -0.2793
N 0.905 0.227 -0.120  -0.2925
N -7.132 0.143 -0.763  -0.2981
N -3.039 2.734 -5.697  -0.2808
N 8.014 0.780 -0.476  -0.3019
N -1.425 -0.262 -1.073  -0.2798
N 1.745 -0.850 6.273  -0.3037
N 2.615 -2.734 4.621  -0.2985
N 6.460 1.472 1.632  -0.2925
C -1.647 -4.811 -0.985  -0.2629
C -7.659 2.447 -3.582  -0.0950
C -0.521 -6.219 3.961  -0.2622
C 2.749 -1.711 3.598  -0.1002
C -1.522 -0.183 2.049  -0.1240
C -3.641 2.534 1.086  -0.2457
C -5.392 2.283 -2.712  -0.1281
C 5.860 0.188 2.055  -0.0831
C 7.893 -0.669 -0.618  -0.1097
C -2.708 6.333 -3.851  -0.1218
C 2.439 -1.500 -3.661  -0.2409
C -3.219 -6.984 -0.028  -0.2414
C -0.758 -2.523 2.004  -0.1113
C 2.338 -0.091 -0.115  -0.0952
C -5.227 -0.917 -4.073  -0.1157
C 0.534 1.597 0.220  -0.1367
C 2.705 -3.148 8.623  -0.1006
C -3.291 3.012 -7.117  -0.0919
C -1.185 0.438 -2.330  -0.1057
C -6.084 0.787 -0.001  -0.1540
C 3.934 0.819 -4.065  -0.2675
C -1.558 3.481 -0.167  -0.2817
C -3.321 1.382 -5.236  -0.1281
C -2.798 -0.733 -0.922  -0.0997
C -5.707 -2.231 -2.086  -0.1358
C 5.530 2.520 1.266  -0.1294
C 10.466 0.705 1.449  -0.0967
C -4.340 5.477 -5.445  -0.1077
C 8.008 1.540 -1.725  -0.1148
C -0.507 4.887 -6.334  -0.1028
C 2.817 -4.127 4.220  -0.0944
C -2.150 -4.381 5.100  -0.2694
C -8.440 0.041 -0.110  -0.1044
C 9.067 0.822 3.363  -0.1291
C 2.875 -0.025 6.711  -0.0956
C 0.342 3.791 -4.293  -0.1239
C 4.480 -2.902 6.981  -0.1339
C 0.560 -0.191 5.753  -0.0988
H -4.970 6.027 -4.738  0.0815
H 8.724 1.108 -2.428  0.0777
H 0.474 0.800 6.199  0.0852
H -4.145 -1.077 -4.032  0.0791
H 3.589 -2.044 2.982  0.0783
H -2.992 -1.751 -1.291  0.0756
H 5.911 3.503 1.549  0.0756
H 2.985 0.748 0.151  0.0749
H -2.371 2.837 -7.680  0.0820
H -4.137 0.911 -5.792  0.0741
H -5.168 0.699 -0.576  0.0301
H -3.658 1.396 -4.201  0.0215
H 8.079 0.732 3.822  0.0614
H -5.800 0.162 0.856  0.0916
H 0.588 -0.038 4.666  0.0618
H 9.495 1.758 3.738  0.0897
H 2.617 -0.943 0.503  0.0786
H 0.128 3.143 -3.448  0.0575
H -3.012 -0.803 0.148  0.0691
H -5.624 -1.772 -4.631  0.0906
H -0.421 5.939 -6.042  0.0840
H 4.823 -3.259 6.010  0.0750
H -0.778 -2.371 3.080  0.0633
H 8.429 -1.318 0.073  0.0766
H 0.965 2.310 -0.494  0.0873
H 5.367 2.497 0.178  0.0795
H -4.877 4.531 -5.508  0.0634
H -0.330 -0.781 5.967  0.0776
H 1.200 3.336 -4.807  0.0737
H -3.489 6.473 -3.098  0.0854
H 2.552 -0.191 -1.176  0.0276
H 0.385 4.525 -6.844  0.0879
H -2.230 3.971 -0.870  0.0412
H -2.325 -7.307 0.504  0.0440
H -0.928 -5.063 -0.202  0.0492
H -4.522 1.630 -2.612  0.0485
H -1.591 -3.132 1.638  0.0665
H 4.891 1.315 -4.178  0.0443
H -8.394 1.811 -4.078  0.0752
H -2.599 -4.110 6.056  0.0438
H -1.943 0.584 1.405  0.0188
H 3.322 -3.913 9.094  0.0804
H 1.875 -1.543 2.960  0.0651
H 0.412 -6.771 4.090  0.0425
H -3.972 3.011 0.165  0.0339
H -2.033 1.080 -2.583  0.0451
H -5.463 -0.001 -4.607  0.0503
H 6.311 -0.046 3.020  0.0601
H 3.254 1.257 -3.326  0.0464
H 2.919 -0.106 7.798  0.0778
H -4.016 2.260 -7.427  0.0836
H 4.936 -1.912 7.114  0.0663
H -0.538 1.735 0.138  -0.0061
H 3.040 -0.763 4.051  0.0692
H -2.349 -0.630 2.610  0.0980
H 1.882 -1.070 -2.825  0.0139
H -4.418 2.388 1.835  0.0588
H 3.844 -0.317 6.312  0.0577
H -6.282 1.803 0.343  0.0800
H 9.610 -0.025 3.789  0.0826
H -3.162 -7.337 -1.061  0.0486
H -6.667 -2.759 -2.229  0.0915
H 2.949 -4.699 5.142  0.0794
H -3.513 -0.122 -1.472  0.0535
H -2.481 0.692 -5.373  0.0910
H -1.632 -3.735 -1.121  0.0081
H 0.777 4.733 -3.926  0.0843
H 10.937 -0.103 2.000  0.0795
H -8.880 -0.937 -0.304  0.0775
H 6.001 -0.621 1.338  0.0652
H -8.233 0.073 0.961  0.0781
H -9.117 0.834 -0.432  0.0768
H -4.125 -7.370 0.427  0.0497
H -8.149 2.986 -2.766  0.0878
H 1.932 -1.314 -4.605  0.0550
H -5.082 2.903 -3.561  0.0634
H -0.295 1.057 -2.209  0.0645
H -1.475 -3.616 4.725  0.0060
H 2.761 1.013 6.400  0.0860
H -0.249 -5.311 3.420  0.0199
H -1.073 -0.226 -3.196  0.0848
H -0.882 0.280 2.808  0.0690
H 6.820 -0.875 -0.568  0.0491
H 7.001 1.583 -2.146  0.0683
H -1.754 6.126 -3.363  0.0793
H 0.940 1.826 1.206  0.0948
H -5.627 -2.219 -1.000  0.0779
H -2.961 -4.445 4.372  0.0603
H -2.561 7.319 -4.307  0.0863
H 5.041 -3.484 7.718  0.0822
H 2.398 -2.563 -3.426  0.0568
H -0.565 3.924 -0.132  0.0604
H -5.048 -2.941 -2.579  0.0639
H -4.289 6.022 -6.386  0.0834
H 2.835 -2.181 9.123  0.0758
H 8.208 -0.906 -1.635  0.0770
H 3.362 0.860 -4.992  0.0516
H -3.326 1.505 0.897  0.0225
H -1.352 4.814 -7.014  0.0580
H -1.197 -6.820 3.355  0.0463
H -1.521 2.443 -0.498  0.0155
H 3.624 -4.223 3.498  0.0854
H -1.443 -5.418 -1.865  0.0645
H -5.422 2.915 -1.826  0.0811
H 10.928 1.665 1.707  0.0841
H 0.129 -3.095 1.726  0.0695
H 8.391 2.537 -1.509  0.0662
H 4.572 2.422 1.775  0.0732
H 4.787 0.313 2.178  0.0586
H 10.553 0.653 0.367  0.0782
H 1.680 -3.448 8.834  0.0800
H 1.860 -4.487 3.823  0.0589
H -7.205 3.097 -4.332  0.0760
H -3.706 4.001 -7.288  0.0572

Q: Which of them is the least stable? A: <one>.

<one>
ORCA calculation (the ωB97M-V functional and the def2-TZVPD basis) on C7H9NO as an isolated structure.

Results
**HOMO-LUMO gap**: 10.485 eV
**Highest occupied orbital energy**: -9.45 eV
**Spin multiplicity**: 1
**Net charge**: 0

Last column: Löwdin charge in e.
Positions of all 18 atoms, in Å:
O -1.230 -1.146 -0.529  -0.0342
N 1.213 0.718 -0.532  -0.0158
C 1.225 -0.808 -0.493  -0.1157
C -1.133 1.237 -0.511  -0.0874
C -0.117 -1.244 0.274  -0.2205
C 0.142 1.158 0.295  -0.3083
C -1.703 -0.001 0.131  -0.2750
C 2.204 -0.011 0.234  -0.1142
C -0.490 0.044 1.093  -0.1018
H -2.869 -0.058 0.250  0.1802
H -0.744 -0.073 2.180  0.1550
H -1.013 1.041 -1.642  0.1537
H 2.050 0.027 1.344  0.1350
H -0.029 -2.161 0.865  0.1458
H 1.435 -1.312 -1.477  0.1505
H 0.438 2.079 0.775  0.1471
H 3.158 0.287 -0.060  0.0881
H -1.848 2.066 -0.418  0.1175

<two>
ORCA calculation (the ωB97M-V functional and the def2-TZVPD basis) on a 2-piece molecular cluster, C7H9NO overall.

Results
**HOMO-LUMO gap (spin up / spin down)**: 8.036 / 8.037 eV
**Highest occupied orbital energy (spin up / spin down)**: -7.09 / -7.09 eV
**Spin multiplicity**: 1
**Net charge**: 0

Last column: Löwdin charge in e.
Positions of all 18 atoms, in Å:
O -0.750 -1.667 2.569  0.0591
N -0.708 1.981 -2.357  0.0689
C -0.459 0.798 2.511  -0.0651
C 0.283 -0.707 -0.190  -0.2130
C -0.194 0.849 -2.209  -0.2575
C 0.592 0.578 -0.944  -0.1716
C 0.034 -2.064 -0.716  -0.0216
C 1.193 -1.892 -0.109  -0.0170
C -0.519 -0.607 2.046  -0.2559
H -1.495 1.084 2.315  0.0877
H 0.458 1.443 -0.302  0.0785
H 1.689 0.691 -1.123  0.1256
H -0.676 -2.758 -1.054  0.0808
H 0.125 1.454 1.829  0.0651
H -0.116 0.836 3.631  0.1233
H -1.310 2.113 -3.257  0.0891
H -0.424 0.092 -2.854  0.0768
H 2.277 -2.223 0.214  0.1468

Q: Which of them is the least stable? A: <two>.